<one>
# C5H13N2

The ion C5H13N2 with charge +1 (the ωB97M-V functional and the def2-TZVPD basis, OMol25).

XYZ file:
```
20
C5H13N2 (the ωB97M-V functional and the def2-TZVPD basis)
C 1.19 -1.72 1.65
C 1.06 -0.60 0.52
C -0.28 0.21 0.79
C -0.44 1.12 -0.59
C -1.11 0.38 -1.66
N -1.11 2.38 -0.10
N 1.07 -1.09 -0.92
H 0.16 -2.26 1.59
H 2.03 -2.44 1.50
H 1.27 -1.39 2.68
H 1.86 0.09 0.64
H -0.44 0.80 1.71
H -1.19 -0.42 0.59
H -1.06 0.79 -2.69
H 0.14 -0.58 -1.58
H -0.85 3.30 -0.50
H -2.04 2.31 -0.36
H 1.13 -2.11 -0.84
H 0.60 1.43 -0.92
H -1.98 -0.21 -1.54
```

As for the net charge: +1.

***

<two>
# C5H13N2

The ion C5H13N2 with charge +1 (the ωB97M-V functional and the def2-TZVPD basis, OMol25).

XYZ file:
```
20
C5H13N2 (the ωB97M-V functional and the def2-TZVPD basis)
N -0.28 -2.96 -1.32
C -0.62 -1.85 -0.57
C -0.55 -0.58 -0.99
C -1.15 0.55 -0.15
C -0.52 0.81 1.21
C 0.69 1.72 1.10
N 1.68 1.07 0.14
H -0.39 -2.94 -2.31
H -0.08 -3.80 -0.80
H -0.98 -2.05 0.43
H -0.26 -0.36 -2.01
H -1.12 1.47 -0.74
H -2.23 0.39 -0.09
H -0.25 -0.07 1.79
H -1.25 1.27 1.87
H 1.19 1.85 2.05
H 0.38 2.63 0.65
H 2.55 1.60 0.18
H 1.87 0.08 0.33
H 1.31 1.16 -0.80
```

As for the net charge: +1. As for the SMILES: N/C=C/CCC[NH3+].

***

Most stable structure - <two>; separation to the second - 5.179 eV.

***

<one>
# C5H13N2

The ion C5H13N2 with charge +1 (the ωB97M-V functional and the def2-TZVPD basis, OMol25).

XYZ file:
```
20
C5H13N2 (the ωB97M-V functional and the def2-TZVPD basis)
C -1.97 -2.13 -0.67
C -1.25 -1.01 0.21
C -0.22 -0.26 -0.64
C 1.23 -0.39 0.02
N 1.92 0.89 -0.02
C 1.70 2.06 0.49
N 0.51 2.49 0.88
H -2.73 -2.49 0.02
H -2.41 -1.52 -1.49
H -1.34 -2.97 -0.98
H -2.05 -0.51 0.79
H -0.89 -1.54 1.06
H -0.63 0.75 -0.75
H -0.31 -0.71 -1.65
H 1.18 -0.66 1.08
H 1.80 -0.95 -0.74
H 2.79 0.91 -0.57
H 2.53 2.80 0.59
H -0.35 1.94 0.87
H 0.50 3.33 1.48
```

As for the net charge: +1. As for the SMILES: CCCCNC=[NH2+].

***

<two>
# C5H13N2

A cluster of 2 separate species, C5H13N2 in total (the ωB97M-V functional and the def2-TZVPD basis, OMol25).

XYZ file:
```
20
C5H13N2 (the ωB97M-V functional and the def2-TZVPD basis)
C 0.57 0.16 -0.59
C 0.00 1.01 0.49
C -0.79 -0.35 -0.14
C -2.01 -0.02 -0.75
N -3.12 0.45 -0.04
C -0.66 -1.50 0.97
N 3.70 0.62 -0.29
H 0.57 0.68 -1.54
H 1.31 -0.62 -0.48
H -0.63 1.82 0.18
H 0.51 1.04 1.45
H -2.16 -0.10 -1.83
H -3.63 -0.41 0.22
H -3.72 0.87 -0.75
H -0.02 -2.22 0.47
H -1.63 -1.94 1.17
H -0.20 -1.06 1.84
H 4.29 -0.04 -0.77
H 4.25 1.45 -0.14
H 3.36 0.17 0.54
```

As for the net charge: +1.

***

<three>
# C5H13N2

The ion C5H13N2 with charge +1 (the ωB97M-V functional and the def2-TZVPD basis, OMol25).

XYZ file:
```
20
C5H13N2 (the ωB97M-V functional and the def2-TZVPD basis)
C -1.49 -0.02 0.76
C -0.03 -0.48 0.43
C 0.05 -1.98 0.47
C 0.96 0.27 1.26
N 0.12 0.11 -1.11
C 0.72 1.24 -1.42
N 0.26 2.07 -2.30
H -1.61 0.96 0.33
H -2.24 -0.72 0.64
H -1.46 0.17 1.85
H 1.06 -2.43 0.22
H -0.65 -2.29 -0.31
H -0.41 -2.21 1.50
H 0.92 1.30 1.06
H 0.80 0.15 2.35
H 1.91 -0.17 0.97
H -0.66 -0.03 -1.80
H 1.55 1.56 -0.77
H 0.70 2.97 -2.66
H -0.44 1.73 -2.99
```

As for the net charge: +1. As for the SMILES: CC(C)(C)/[NH+]=C/N.

***

<four>
# C5H13N2

The ion C5H13N2 with charge +1 (the ωB97M-V functional and the def2-TZVPD basis, OMol25).

XYZ file:
```
20
C5H13N2 (the ωB97M-V functional and the def2-TZVPD basis)
C 0.82 0.91 -2.22
C 0.33 0.77 -0.99
N 0.78 1.84 -0.03
C -0.75 -0.11 -0.47
C -0.48 -0.68 0.95
C 0.86 -1.41 0.98
N -1.71 -1.34 1.34
H 1.85 1.27 -2.24
H 0.44 0.78 -3.23
H 0.94 1.50 0.93
H 1.65 2.26 -0.37
H 0.06 2.57 -0.06
H -1.57 0.60 -0.29
H -0.75 -1.00 -1.09
H -0.46 0.08 1.75
H 0.91 -2.23 0.26
H 1.67 -0.68 0.81
H 1.04 -1.91 1.92
H -2.01 -2.08 0.72
H -1.69 -1.67 2.30
```

As for the net charge: +1. As for the SMILES: C=C([NH3+])C[C@H](C)N.

***

Most stable structure - <three>; separation to the second - 0.229 eV.

***

<one>
# C2H7NS

An isolated molecule of C2H7NS (the ωB97M-V functional and the def2-TZVPD basis, OMol25).

XYZ file:
```
11
C2H7NS (the ωB97M-V functional and the def2-TZVPD basis)
C 0.09 -0.81 1.55
S -0.76 0.64 0.89
C 0.29 0.90 -0.70
N -0.41 0.43 -1.87
H -0.59 -1.50 2.04
H 0.61 -1.38 0.78
H 0.82 -0.63 2.35
H 0.38 1.98 -0.77
H 1.22 0.38 -0.54
H -0.25 -0.56 -2.00
H -1.40 0.56 -1.73
```

As for the net charge: 0. As for the SMILES: CSCN.

***

<two>
# C2H7NS

An isolated molecule of C2H7NS (the ωB97M-V functional and the def2-TZVPD basis, OMol25).

XYZ file:
```
11
C2H7NS (the ωB97M-V functional and the def2-TZVPD basis)
C 1.45 0.53 0.57
S 0.56 -0.98 0.96
C -1.08 -0.77 0.11
N -1.15 0.10 -1.01
H 0.97 1.07 -0.24
H 2.44 0.25 0.21
H 1.53 1.17 1.45
H -1.85 -0.49 0.82
H -1.28 -1.78 -0.22
H -0.62 -0.17 -1.83
H -0.96 1.07 -0.81
```

As for the net charge: 0. As for the SMILES: CSCN.

***

<three>
# C2H7NS

An isolated molecule of C2H7NS (the ωB97M-V functional and the def2-TZVPD basis, OMol25).

XYZ file:
```
11
C2H7NS (the ωB97M-V functional and the def2-TZVPD basis)
N -0.56 -1.40 -0.98
C 0.35 -0.52 -0.13
C -0.28 0.83 0.20
S 0.95 2.10 0.70
H -1.03 -2.01 -0.45
H -1.34 -0.82 -1.31
H 1.25 -0.09 -0.74
H 0.87 -1.20 0.57
H -0.92 1.20 -0.53
H -0.90 0.67 1.09
H 1.62 1.24 1.57
```

As for the net charge: 0. As for the SMILES: NCCS.

***

Most stable structure - <two>; separation to the second - 0.079 eV.

***

<one>
# C10H13N2

The ion C10H13N2 with charge +1 (the ωB97M-V functional and the def2-TZVPD basis, OMol25).

XYZ file:
```
25
C10H13N2 (the ωB97M-V functional and the def2-TZVPD basis)
C 0.44 2.38 0.94
C 0.35 0.90 0.75
C 1.50 0.30 1.73
C -0.95 0.30 1.20
C -1.47 -0.86 0.34
N -0.87 -1.20 -0.76
C -1.40 -2.27 -1.55
C -1.02 -2.46 -2.84
C 0.13 -1.72 -3.33
C 0.81 -0.85 -2.52
C 0.28 -0.43 -1.22
N 0.85 0.51 -0.58
H 1.49 2.73 0.66
H 0.00 2.75 1.87
H -0.25 2.85 0.25
H 2.38 0.56 1.18
H 1.18 -0.70 1.90
H 1.52 0.74 2.71
H -1.76 1.14 1.03
H -0.79 0.17 2.27
H -2.31 -1.46 0.82
H -2.23 -2.70 -1.14
H -1.55 -3.14 -3.40
H 0.36 -1.98 -4.37
H 1.70 -0.39 -2.85
```

As for the net charge: +1. As for the SMILES: CC1(C)CC=[n+]2ccccc2=N1.

***

<two>
# C10H13N2

The ion C10H13N2 with charge +1 (the ωB97M-V functional and the def2-TZVPD basis, OMol25).

XYZ file:
```
25
C10H13N2 (the ωB97M-V functional and the def2-TZVPD basis)
C -2.08 0.37 1.31
C -1.73 0.53 -0.18
C -2.90 0.21 -1.12
N -0.58 -0.29 -0.42
C -0.40 -1.71 -0.76
C 0.90 -2.03 -0.67
N 1.60 -0.89 -0.33
C 2.91 -0.77 -0.03
C 3.41 0.41 0.46
C 2.60 1.54 0.63
C 1.23 1.36 0.36
C 0.78 0.18 -0.14
H -2.57 -0.55 1.52
H -2.85 1.12 1.69
H -1.12 0.41 1.85
H -1.29 1.58 -0.27
H -3.28 -0.71 -0.82
H -2.70 0.08 -2.20
H -3.78 0.94 -0.98
H -1.19 -2.30 -1.18
H 1.37 -2.98 -0.64
H 3.57 -1.60 -0.27
H 4.55 0.55 0.59
H 3.06 2.36 1.07
H 0.48 2.18 0.51
```

As for the net charge: +1. As for the SMILES: CC(C)n1cc[n+]2ccccc12.

***

<three>
# C10H13N2

A structure of composition C10H13N2 (the ωB97M-V functional and the def2-TZVPD basis, OMol25).

XYZ file:
```
25
C10H13N2 (the ωB97M-V functional and the def2-TZVPD basis)
C -3.60 -0.15 -0.43
C -3.02 -1.30 0.10
C -2.74 0.84 -0.86
C -1.68 -1.44 0.14
C -1.35 0.72 -0.89
C -0.78 -0.43 -0.31
C 1.31 -1.78 -0.09
C 1.64 -0.24 -1.27
C 2.48 0.87 -0.69
C 1.20 0.19 2.02
N 2.18 -1.64 -1.01
N 0.60 -0.58 -0.24
H -4.69 -0.28 -0.56
H -3.73 -2.05 0.42
H -3.27 1.76 -1.25
H -1.40 -2.45 0.48
H -0.82 1.40 -1.35
H 1.34 -2.66 0.50
H 1.17 -0.25 -2.35
H 3.41 0.49 -0.19
H 2.01 1.47 0.10
H 2.72 1.60 -1.56
H 0.20 -0.12 2.27
H 2.17 -0.23 1.75
H 1.27 1.16 2.47
```

As for the net charge: +1.

***

Most stable structure - <two>; separation to the second - 2.124 eV.

***

<one>
# C4H11NO2

A cluster of 2 separate species, C4H11NO2 in total (the ωB97M-V functional and the def2-TZVPD basis, OMol25).

XYZ file:
```
18
C4H11NO2 (the ωB97M-V functional and the def2-TZVPD basis)
C -1.03 2.11 -0.37
C -0.46 0.85 0.27
C -1.20 -0.38 -0.27
N -0.68 0.90 1.72
C 0.36 1.00 2.60
O 1.53 1.04 2.30
H -1.98 2.45 0.07
H -1.24 1.96 -1.43
H -0.39 2.98 -0.22
H 0.60 0.78 0.10
H -1.04 -1.19 0.44
H -2.27 -0.17 -0.37
H -0.80 -0.78 -1.19
H -1.57 1.30 1.97
H 0.04 0.87 3.65
O 1.53 -4.65 -4.86
H 0.57 -4.53 -4.93
H 1.91 -3.79 -4.64
```

As for the net charge: 0. As for the SMILES: CC(C)NC=O.O.

***

<two>
# C4H11NO2

A cluster of 2 separate species, C4H11NO2 in total (the ωB97M-V functional and the def2-TZVPD basis, OMol25).

XYZ file:
```
18
C4H11NO2 (the ωB97M-V functional and the def2-TZVPD basis)
C -0.23 -0.90 2.14
C -0.61 -0.35 0.77
C -0.44 1.18 0.65
C -0.67 1.71 -0.74
N -0.17 0.98 -1.79
O -1.46 2.68 -1.02
H -0.01 -2.01 2.06
H 0.76 -0.49 2.37
H -0.87 -0.68 2.98
H -1.73 -0.59 0.58
H -0.03 -0.80 -0.01
H 0.60 1.39 1.00
H -1.24 1.69 1.27
H -0.24 -0.05 -1.66
H -0.30 1.64 -2.54
O 1.81 -1.71 -1.97
H 2.46 -1.31 -2.55
H 2.37 -2.41 -1.54
```

As for the net charge: 0. As for the SMILES: CCCC(N)=O.O.

***

Most stable structure - <one>; separation to the second - 0.399 eV.